Below is a molecular structure, C33H23F7GaO10 in a non-equilibrium geometry, with properties calculated with wB97M-V/def2-TZVPD.

Atoms and positions in Å:
1 F 2.223 2.052 2.029
2 C 2.931 3.109 1.271
3 F 3.904 3.765 2.218
4 F 3.753 2.386 0.229
5 C 1.962 4.178 0.494
6 F 1.749 3.843 -0.960
7 F 2.721 5.484 0.472
8 C 0.545 4.511 1.278
9 F -0.048 5.688 0.540
10 F 0.775 5.017 2.676
11 Ga -0.865 3.002 1.182
12 H -1.560 3.000 -0.266
13 H -1.989 3.353 2.304
14 H -0.251 1.550 1.489
15 C 1.405 -2.429 -0.550
16 C 0.327 -1.655 -0.383
17 C -0.346 -1.553 0.927
18 O -1.334 -0.847 1.080
19 C 0.217 -2.337 2.044
20 C 1.294 -3.111 1.877
21 C 1.968 -3.213 0.567
22 O 2.955 -3.919 0.414
23 H 1.910 -2.516 -1.504
24 H -0.097 -1.074 -1.192
25 H -0.289 -2.250 2.998
26 H 1.719 -3.692 2.686
27 C -5.168 -3.211 5.600
28 C -3.874 -3.540 5.651
29 C -2.900 -2.968 4.701
30 O -1.715 -3.271 4.747
31 C -3.410 -2.017 3.694
32 C -4.704 -1.687 3.643
33 C -5.679 -2.260 4.592
34 O -6.863 -1.957 4.547
35 H -5.897 -3.622 6.288
36 H -3.484 -4.236 6.385
37 H -2.682 -1.606 3.005
38 H -5.095 -0.992 2.909
39 C -7.932 -2.757 -0.848
40 C -8.676 -3.835 -0.582
41 C -9.061 -4.178 0.801
42 O -9.739 -5.166 1.046
43 C -8.594 -3.282 1.878
44 C -7.851 -2.204 1.612
45 C -7.466 -1.861 0.229
46 O -6.787 -0.873 -0.016
47 H -7.640 -2.491 -1.857
48 H -9.026 -4.502 -1.361
49 H -8.886 -3.547 2.887
50 H -7.501 -1.537 2.391
51 C 3.748 -3.511 -4.012
52 C 4.638 -4.023 -4.867
53 C 5.716 -3.194 -5.439
54 O 6.531 -3.662 -6.223
55 C 5.774 -1.776 -5.030
56 C 4.883 -1.263 -4.175
57 C 3.805 -2.093 -3.603
58 O 2.991 -1.625 -2.819
59 H 2.950 -4.105 -3.584
60 H 4.610 -5.061 -5.177
61 H 6.571 -1.182 -5.458
62 H 4.911 -0.225 -3.866
63 C 4.598 6.115 -1.730
64 C 5.745 5.445 -1.589
65 C 6.893 5.694 -2.484
66 O 7.943 5.080 -2.357
67 C 6.724 6.714 -3.538
68 C 5.576 7.385 -3.679
69 C 4.428 7.135 -2.784
70 O 3.378 7.750 -2.911
71 H 3.746 5.944 -1.083
72 H 5.885 4.694 -0.821
73 H 7.575 6.886 -4.185
74 H 5.436 8.135 -4.447

Charge: -1
HOMO-LUMO gap (eV): 5.38
Highest occupied orbital energy (eV): -5.741
Multiplicity: 1

Mulliken atomic charges, in units of e: atom 1 (F): -0.212, atom 2 (C): 0.640, atom 3 (F): -0.251, atom 4 (F): -0.264, atom 5 (C): 0.498, atom 6 (F): -0.280, atom 7 (F): -0.352, atom 8 (C): 0.493, atom 9 (F): -0.331, atom 10 (F): -0.305, atom 11 (Ga): 0.200, atom 12 (H): -0.286, atom 13 (H): -0.321, atom 14 (H): -0.238, atom 15 (C): -0.070, atom 16 (C): -0.445, atom 17 (C): 0.415, atom 18 (O): -0.432, atom 19 (C): -0.286, atom 20 (C): -0.602, atom 21 (C): 0.439, atom 22 (O): -0.625, atom 23 (H): 0.385, atom 24 (H): 0.451, atom 25 (H): 0.435, atom 26 (H): 0.438, atom 27 (C): -0.513, atom 28 (C): -0.461, atom 29 (C): 0.514, atom 30 (O): -0.540, atom 31 (C): -0.234, atom 32 (C): -0.407, atom 33 (C): 0.466, atom 34 (O): -0.587, atom 35 (H): 0.405, atom 36 (H): 0.403, atom 37 (H): 0.446, atom 38 (H): 0.535, atom 39 (C): -0.362, atom 40 (C): -0.363, atom 41 (C): 0.381, atom 42 (O): -0.572, atom 43 (C): -0.272, atom 44 (C): -0.409, atom 45 (C): 0.207, atom 46 (O): -0.545, atom 47 (H): 0.414, atom 48 (H): 0.398, atom 49 (H): 0.459, atom 50 (H): 0.635, atom 51 (C): -0.311, atom 52 (C): -0.373, atom 53 (C): 0.346, atom 54 (O): -0.569, atom 55 (C): -0.347, atom 56 (C): -0.466, atom 57 (C): 0.522, atom 58 (O): -0.536, atom 59 (H): 0.416, atom 60 (H): 0.403, atom 61 (H): 0.397, atom 62 (H): 0.459, atom 63 (C): -0.337, atom 64 (C): -0.352, atom 65 (C): 0.312, atom 66 (O): -0.574, atom 67 (C): -0.427, atom 68 (C): -0.360, atom 69 (C): 0.172, atom 70 (O): -0.545, atom 71 (H): 0.796, atom 72 (H): 0.482, atom 73 (H): 0.395, atom 74 (H): 0.405



Below is a molecular structure, C33H23N6O9S2Sc, with properties calculated with wB97M-V/def2-TZVPD.

Atoms and positions in Å:
1 Sc -0.508 -0.198 -0.054
2 O -3.861 0.027 -2.985
3 C -2.789 0.099 -2.358
4 N -2.380 -0.566 -1.284
5 C -3.280 -1.331 -0.522
6 C -4.676 -1.259 -0.591
7 C -5.464 -1.945 0.319
8 C -4.881 -2.712 1.317
9 C -3.501 -2.810 1.382
10 C -2.694 -2.149 0.461
11 N -1.276 -2.215 0.498
12 C -0.751 -3.422 0.724
13 O -1.338 -4.510 0.828
14 C 0.757 -3.542 0.727
15 C 1.435 -3.780 -0.470
16 C 2.798 -3.977 -0.438
17 C 3.444 -3.947 0.794
18 C 2.680 -3.731 1.925
19 N 1.362 -3.536 1.912
20 C -1.772 1.096 -2.878
21 C -2.112 1.953 -3.920
22 C -1.169 2.862 -4.358
23 C 0.082 2.882 -3.757
24 C 0.328 1.995 -2.725
25 N -0.578 1.121 -2.297
26 H -5.121 -0.649 -1.360
27 H -6.544 -1.861 0.250
28 H -5.493 -3.234 2.044
29 H -3.027 -3.411 2.143
30 H 0.880 -3.773 -1.396
31 H 3.352 -4.127 -1.358
32 H 4.516 -4.081 0.875
33 H 3.152 -3.704 2.903
34 H -3.104 1.875 -4.339
35 H -1.406 3.558 -5.155
36 H 0.846 3.586 -4.056
37 H 1.279 1.989 -2.207
38 O 0.691 -1.143 -1.432
39 C 1.879 -1.019 -1.910
40 C 2.134 -1.315 -3.273
41 C 3.392 -1.188 -3.815
42 C 4.472 -0.766 -3.035
43 C 4.249 -0.486 -1.699
44 C 2.987 -0.605 -1.119
45 C 2.789 -0.377 0.312
46 N 1.654 -0.469 0.978
47 C 1.947 -0.213 2.296
48 C 3.271 0.034 2.433
49 N 3.800 -0.071 1.166
50 H 1.287 -1.631 -3.868
51 H 3.542 -1.414 -4.866
52 H 5.460 -0.660 -3.462
53 H 5.092 -0.171 -1.093
54 H 1.167 -0.210 3.036
55 H 3.867 0.312 3.283
56 H 4.747 0.118 0.901
57 O -3.089 0.760 3.057
58 S -2.069 1.132 2.116
59 O -2.475 1.349 0.736
60 O -0.905 0.212 2.103
61 C -1.459 2.729 2.686
62 C -2.152 3.262 3.769
63 C -1.893 4.538 4.239
64 C -0.934 5.313 3.612
65 C -0.229 4.789 2.542
66 C -0.463 3.498 2.073
67 S 0.723 3.041 0.793
68 O 0.712 4.146 -0.139
69 O 1.964 2.853 1.510
70 O 0.233 1.799 0.175
71 H -2.919 2.651 4.222
72 H -2.452 4.927 5.082
73 H -0.731 6.322 3.952
74 H 0.529 5.380 2.046

Charge: -2
HOMO-LUMO gap (eV): 6.14
Highest occupied orbital energy (eV): -1.856
Multiplicity: 1

Mulliken atomic charges, in units of e: atom 1 (Sc): -0.873, atom 2 (O): -0.871, atom 3 (C): 0.039, atom 4 (N): 0.862, atom 5 (C): 0.841, atom 6 (C): -1.115, atom 7 (C): -0.553, atom 8 (C): -0.854, atom 9 (C): -0.359, atom 10 (C): -0.178, atom 11 (N): 0.843, atom 12 (C): 0.035, atom 13 (O): -0.742, atom 14 (C): 0.420, atom 15 (C): -0.432, atom 16 (C): -0.239, atom 17 (C): -0.470, atom 18 (C): -0.384, atom 19 (N): -0.483, atom 20 (C): 0.354, atom 21 (C): -0.594, atom 22 (C): -0.331, atom 23 (C): -1.071, atom 24 (C): -0.433, atom 25 (N): 0.668, atom 26 (H): 0.443, atom 27 (H): 0.350, atom 28 (H): 0.335, atom 29 (H): 0.443, atom 30 (H): 0.403, atom 31 (H): 0.366, atom 32 (H): 0.379, atom 33 (H): 0.412, atom 34 (H): 0.513, atom 35 (H): 0.382, atom 36 (H): 0.393, atom 37 (H): 0.575, atom 38 (O): -0.477, atom 39 (C): 1.088, atom 40 (C): -0.531, atom 41 (C): -0.624, atom 42 (C): -0.828, atom 43 (C): -0.740, atom 44 (C): -0.167, atom 45 (C): 0.034, atom 46 (N): 1.730, atom 47 (C): -0.772, atom 48 (C): -1.178, atom 49 (N): 0.117, atom 50 (H): 0.418, atom 51 (H): 0.337, atom 52 (H): 0.378, atom 53 (H): 0.232, atom 54 (H): 0.515, atom 55 (H): 0.491, atom 56 (H): 0.139, atom 57 (O): -0.720, atom 58 (S): 1.579, atom 59 (O): -0.658, atom 60 (O): -0.463, atom 61 (C): 0.200, atom 62 (C): -0.511, atom 63 (C): -0.590, atom 64 (C): -0.551, atom 65 (C): -1.162, atom 66 (C): -0.248, atom 67 (S): 1.357, atom 68 (O): -0.821, atom 69 (O): -0.754, atom 70 (O): 0.417, atom 71 (H): 0.550, atom 72 (H): 0.366, atom 73 (H): 0.355, atom 74 (H): 0.419



Below is a molecular structure, C33H24Cl2MnN8O3S in a non-equilibrium geometry, with properties calculated with wB97M-V/def2-TZVPD.

Atoms and positions in Å:
1 Mn 0.150 -1.506 0.294
2 Cl 2.210 -8.013 0.736
3 C 2.086 -6.345 0.232
4 C 1.042 -5.576 0.722
5 C 0.893 -4.257 0.312
6 N -0.100 -3.369 0.756
7 C -1.162 -3.715 1.506
8 O -1.444 -4.806 1.995
9 C -2.103 -2.545 1.695
10 C -3.060 -2.555 2.689
11 C -3.845 -1.428 2.865
12 C -3.673 -0.353 2.007
13 C -2.712 -0.437 1.014
14 N -1.930 -1.504 0.872
15 C 1.769 -3.698 -0.646
16 C 2.847 -4.473 -1.071
17 C 3.001 -5.779 -0.640
18 Cl 4.369 -6.694 -1.228
19 N 1.535 -2.381 -1.046
20 C 2.045 -1.963 -2.238
21 O 2.221 -2.689 -3.220
22 C 2.324 -0.503 -2.401
23 C 2.370 0.038 -3.674
24 C 2.362 1.408 -3.884
25 C 2.131 2.241 -2.753
26 C 2.195 1.715 -1.510
27 N 2.548 0.376 -1.329
28 H 0.339 -5.994 1.424
29 H -3.143 -3.433 3.315
30 H -4.572 -1.381 3.667
31 H -4.262 0.549 2.102
32 H -2.554 0.376 0.317
33 H 3.575 -4.056 -1.749
34 H 2.323 -0.663 -4.495
35 H 2.403 1.820 -4.884
36 H 1.888 3.289 -2.869
37 H 1.968 2.276 -0.615
38 S 0.787 -0.631 2.388
39 C 0.497 1.067 1.905
40 N 0.774 1.954 2.869
41 N 0.506 3.277 2.445
42 C -0.729 3.820 2.378
43 C -0.897 5.205 2.164
44 C -2.157 5.772 2.118
45 C -3.301 4.995 2.283
46 C -3.141 3.625 2.483
47 C -1.891 3.033 2.524
48 N 0.037 1.386 0.713
49 N -0.072 0.327 -0.206
50 C -0.756 0.656 -1.338
51 C -1.326 1.940 -1.529
52 C -2.037 2.230 -2.682
53 C -2.219 1.283 -3.686
54 C -1.668 0.015 -3.505
55 C -0.960 -0.301 -2.363
56 H 1.279 3.908 2.572
57 H -0.016 5.827 2.032
58 H -2.252 6.840 1.950
59 H -4.287 5.443 2.257
60 H -4.021 3.002 2.615
61 H -1.775 1.970 2.682
62 H -1.202 2.670 -0.741
63 H -2.465 3.221 -2.797
64 H -2.779 1.522 -4.582
65 H -1.793 -0.740 -4.274
66 H -0.555 -1.299 -2.247
67 C 3.742 1.096 0.734
68 C 3.363 0.003 -0.239
69 O 3.789 -1.121 -0.135
70 H 4.164 1.959 0.217
71 H 4.464 0.666 1.421
72 H 2.863 1.410 1.306

Charge: -2
HOMO-LUMO gap (alpha / beta) (eV): 5.12 / 5.34
Highest occupied orbital energy (alpha / beta) (eV): -0.838 / -1.065
Multiplicity: 6

Mulliken atomic charges, in units of e: atom 1 (Mn): -0.991, atom 2 (Cl): -0.269, atom 3 (C): 0.075, atom 4 (C): -0.638, atom 5 (C): 0.103, atom 6 (N): 0.483, atom 7 (C): 0.363, atom 8 (O): -0.821, atom 9 (C): 0.445, atom 10 (C): -0.680, atom 11 (C): -0.403, atom 12 (C): -0.767, atom 13 (C): 0.063, atom 14 (N): 0.182, atom 15 (C): -0.351, atom 16 (C): -0.556, atom 17 (C): -0.068, atom 18 (Cl): -0.270, atom 19 (N): 0.981, atom 20 (C): -0.220, atom 21 (O): -0.741, atom 22 (C): 0.316, atom 23 (C): -0.551, atom 24 (C): -0.853, atom 25 (C): -0.536, atom 26 (C): -0.427, atom 27 (N): 0.660, atom 28 (H): 0.657, atom 29 (H): 0.443, atom 30 (H): 0.402, atom 31 (H): 0.449, atom 32 (H): 0.186, atom 33 (H): 0.577, atom 34 (H): 0.486, atom 35 (H): 0.324, atom 36 (H): 0.421, atom 37 (H): 0.448, atom 38 (S): -0.543, atom 39 (C): 0.047, atom 40 (N): -1.132, atom 41 (N): 0.236, atom 42 (C): 0.498, atom 43 (C): -0.773, atom 44 (C): -0.342, atom 45 (C): -0.786, atom 46 (C): -0.433, atom 47 (C): -0.136, atom 48 (N): -0.191, atom 49 (N): 1.863, atom 50 (C): 0.400, atom 51 (C): -0.515, atom 52 (C): -0.519, atom 53 (C): -0.846, atom 54 (C): -0.846, atom 55 (C): -0.555, atom 56 (H): 0.234, atom 57 (H): 0.292, atom 58 (H): 0.339, atom 59 (H): 0.366, atom 60 (H): 0.258, atom 61 (H): 0.538, atom 62 (H): 0.442, atom 63 (H): 0.405, atom 64 (H): 0.316, atom 65 (H): 0.432, atom 66 (H): 0.136, atom 67 (C): -1.136, atom 68 (C): 0.756, atom 69 (O): -0.587, atom 70 (H): 0.348, atom 71 (H): 0.348, atom 72 (H): 0.166